No. 1
The following is a quantum chemistry calculation of C6H12O in the gas phase, from the OMol25 dataset.

Structure (ORCA input):
```
! RIJCOSX wB97M-V def2-TZVPD def2/J DEFGRID3
* xyz 0 1
C 2.4799 -0.5702 -0.1796
O 1.1563 -0.9332 0.1083
C 0.3672 0.1027 0.6233
C 0.1136 1.3645 -0.2355
C -1.3924 1.2241 0.0938
C -1.1435 -0.2222 0.5925
C -1.5211 -1.3186 -0.3974
H 3.0247 -0.2328 0.7161
H 2.5285 0.2261 -0.9375
H 2.9680 -1.4638 -0.5772
H 0.7111 0.3875 1.6326
H 0.6120 2.2875 0.0790
H 0.3319 1.1883 -1.2938
H -2.0870 1.3314 -0.7456
H -1.7116 1.8947 0.8971
H -1.5776 -0.4553 1.5708
H -2.6082 -1.4569 -0.4129
H -1.1950 -1.0847 -1.4172
H -1.0568 -2.2690 -0.1166
*
```

Computed properties:
**E_LUMO**: 1.12 eV
**ΔE to the lowest compared entry with this formula, charge and spin**: 31.4 kcal/mol

---

No. 2
The following is a quantum chemistry calculation of a molecular structure, H6O3, from the OMol25 dataset.

Structure (ORCA input):
```
! RIJCOSX wB97M-V def2-TZVPD def2/J DEFGRID3
* xyz 0 1
O 1.2341 0.1206 1.4641
H 1.2119 0.4100 2.3762
H 0.3650 -0.2490 1.3084
O 0.6058 0.1330 -0.5909
H 0.9920 0.2449 0.2777
H 0.5754 1.0174 -0.9557
O -1.8394 -0.9001 -1.2262
H -0.9319 -0.6647 -1.0330
H -2.2130 -0.1120 -1.6206
*
```

Computed properties:
**E_LUMO**: 0.42 eV
**ΔE to the lowest compared entry with this formula, charge and spin**: 39.0 kcal/mol

---

No. 3
The following is a quantum chemistry calculation of 24 unconnected molecules or ions with the total composition C9H64NO24, from the OMol25 dataset.

Structure (ORCA input):
```
! RIJCOSX wB97M-V def2-TZVPD def2/J DEFGRID3
* xyz 0 2
C 1.9158 -1.4821 -1.1356
C 1.0966 -0.5658 -0.1330
C 1.3519 0.9316 -0.6417
C 0.4834 1.9126 0.2377
C -1.0066 1.6564 0.0855
C -1.4802 0.1195 0.2272
N -0.3741 -0.8011 -0.2958
O -0.8753 -1.8674 -1.2007
C -2.9305 0.0127 -0.2994
C -1.5758 -0.1266 1.7476
C 1.6802 -0.6696 1.2843
H 1.5707 -1.4445 -2.1688
H 1.8999 -2.5331 -0.8471
H 2.9673 -1.2000 -1.1899
H 1.0209 1.0107 -1.6772
H 2.3808 1.2475 -0.4690
H 0.7399 2.9560 0.0544
H 0.6843 1.7840 1.3013
H -1.4216 2.1609 -0.7871
H -1.5237 2.1251 0.9228
H -2.9456 0.0076 -1.3893
H -3.3899 0.9954 -0.1932
H -3.6447 -0.6701 0.1608
H -1.5490 -1.1819 2.0190
H -2.5236 0.2647 2.1174
H -0.8495 0.3291 2.4205
H 2.3198 -1.5450 1.3971
H 1.0563 -0.6688 2.1781
H 2.3075 0.2058 1.4520
O -3.7175 -3.1518 -1.8515
H -3.9777 -3.4816 -2.7116
H -2.8492 -2.7744 -1.9918
O 3.2343 3.8722 -2.4646
H 4.1150 4.0102 -2.1160
H 3.1490 2.9211 -2.5317
O -0.1023 -5.1592 -0.9510
H -0.2811 -4.3960 -0.4016
H -0.3742 -4.8918 -1.8290
O 5.8417 -0.0348 2.0390
H 6.2301 0.8318 2.1588
H 5.0141 0.0049 2.5183
O -5.7847 2.3174 0.3430
H -6.6345 2.6027 0.6789
H -5.1598 2.5759 1.0204
O 2.8533 1.1777 3.8090
H 3.2032 0.9116 4.6594
H 2.1597 0.5440 3.6261
O 2.0898 -4.1868 1.0430
H 1.7167 -3.3977 1.4358
H 1.4182 -4.8574 1.1674
O 1.1616 -1.1020 4.9208
H 0.4900 -0.8517 5.5552
H 0.7448 -1.7756 4.3833
O -6.4656 -1.7733 0.3321
H -6.3546 -2.4721 0.9768
H -5.7670 -1.1499 0.5312
O 0.4316 -3.6376 3.7351
H -0.1397 -3.4351 2.9943
H -0.0689 -4.2618 4.2605
O 6.0436 -1.1135 -0.4895
H 6.4211 -0.2418 -0.3714
H 5.3680 -1.1759 0.1857
O 1.3393 5.9157 -1.6605
H 1.0585 5.7880 -0.7543
H 1.9151 5.1724 -1.8403
O -0.4971 -0.1902 -3.5210
H -1.4176 0.0299 -3.3780
H -0.2034 -0.5494 -2.6838
O 3.2403 -2.0728 -4.0909
H 3.9524 -2.5528 -3.6683
H 3.3739 -1.1627 -3.8260
O -0.8653 -4.0178 -3.3914
H -0.8447 -3.2728 -2.7906
H -0.1311 -3.8664 -3.9866
O -2.8464 1.6255 -3.8584
H -3.2796 1.9845 -3.0840
H -3.5530 1.2248 -4.3646
O -2.4623 2.5025 3.9018
H -2.6777 3.0370 4.6661
H -1.6972 2.9305 3.5175
O -0.9983 -3.4256 1.4053
H -1.9163 -3.6265 1.2230
H -0.8336 -2.6082 0.9353
O 0.7211 6.1076 1.0327
H 0.6595 6.8382 1.6480
H 0.0455 5.4937 1.3206
O -0.6129 3.8910 2.5574
H -0.5178 3.1187 2.0000
H 0.1885 3.9098 3.0804
O 0.3260 2.5310 -3.9398
H 0.3030 1.6319 -3.6123
H -0.3303 2.5495 -4.6363
O 3.7286 -4.3382 -1.5257
H 3.2799 -4.1537 -0.7006
H 3.3846 -5.1879 -1.8013
O -4.4446 3.1764 -1.7218
H -3.6815 3.3410 -1.1679
H -5.1001 2.8140 -1.1257
*
```

Computed properties:
**E_LUMO (alpha / beta)**: -0.47 / -1.78 eV
**<S²>**: 0.756
**ΔE to the lowest compared entry with this formula, charge and spin**: 18.4 kcal/mol

---

No. 4
The following is a quantum chemistry calculation of a molecular structure, C6H15NO5Si2, from the OMol25 dataset.

Structure (ORCA input):
```
! RIJCOSX wB97M-V def2-TZVPD def2/J DEFGRID3
* xyz 0 1
C 3.9108 -1.4217 0.8300
C 3.8208 -1.1901 -0.7515
O 3.1359 0.0191 -1.1439
C 1.8470 0.1014 -0.5588
O 1.1552 -0.9221 -0.5278
C 1.2905 1.4995 -0.0041
C -0.1777 1.8314 -0.5672
C -1.2070 2.3026 0.5825
Si -2.7999 1.2143 0.3965
O -2.5042 -0.2158 1.3238
Si -3.4838 -1.5455 0.8542
O -2.9024 -2.3535 -0.6002
N -3.7953 -2.1770 -1.6351
O -3.3459 -1.3529 -2.3722
H 4.8930 -1.9300 1.0685
H 3.0412 -2.0878 1.1186
H 3.7791 -0.4186 1.3543
H 4.8818 -1.1136 -1.1675
H 3.3712 -2.1404 -1.1942
H 1.9731 2.3303 -0.3574
H 1.3362 1.4302 1.1237
H -0.1740 2.6449 -1.3632
H -0.5447 0.8678 -1.0580
H -1.4700 3.4042 0.5183
H -0.8135 2.0983 1.6364
H -2.9754 0.9878 -1.0390
H -3.9937 1.9485 0.8707
H -3.3390 -2.5588 1.9220
H -4.9097 -1.2522 0.7408
*
```

Computed properties:
**E_LUMO**: -0.17 eV

---

No. 5
The following is a quantum chemistry calculation of a molecular structure, C24H60N4O12SSn3, from the OMol25 dataset.

Structure (ORCA input):
```
! RIJCOSX wB97M-V def2-TZVPD def2/J DEFGRID3
* xyz 5 2
Sn -1.0713 1.2739 -4.6707
Sn 2.7568 3.3606 -0.7721
Sn 0.4303 -1.4812 1.6431
S 0.2579 0.7830 -1.3666
O 0.3541 -0.6473 -1.1047
O 1.2443 1.1701 -2.3767
O -1.0780 1.1514 -1.7810
O 0.6356 1.5598 -0.1651
C -0.6012 1.1047 4.2657
O -0.8933 0.8604 2.9008
C -2.1558 1.4121 2.4914
C -2.4725 0.8809 1.0507
N -2.5533 -0.5289 0.8841
C -3.7722 -1.0161 1.6209
C -4.0933 -2.4899 1.1974
O -4.4157 -2.5567 -0.1655
C -4.4648 -3.9047 -0.6861
H -1.4471 0.6977 4.8196
H -0.4632 2.1753 4.4166
H 0.2567 0.4822 4.5201
H -2.2260 2.4997 2.5031
H -3.0357 1.0447 3.0195
H -1.6316 1.0969 0.3917
H -3.3786 1.3193 0.6325
H -2.8168 -0.5929 -0.0888
H -4.6927 -0.4548 1.4604
H -3.4422 -0.9309 2.6562
H -4.9710 -2.9704 1.6297
H -3.2876 -3.1802 1.4470
H -4.9288 -4.0061 -1.6671
H -5.2338 -4.4342 -0.1235
H -3.4948 -4.3821 -0.5477
C 2.7531 0.3068 4.9572
O 2.4547 -0.9604 4.3783
C 3.3901 -2.0240 4.7190
C 2.6783 -3.4126 4.4943
N 2.4970 -3.7810 3.1606
C 3.6257 -3.7860 2.2112
C 3.3120 -4.1945 0.7767
O 2.4241 -3.2145 0.2351
C 2.0956 -3.4886 -1.1385
H 3.8280 0.3360 5.1356
H 2.2426 0.6751 5.8470
H 2.6436 0.9417 4.0779
H 3.5005 -2.0341 5.8033
H 4.2780 -1.9770 4.0885
H 1.7157 -3.4860 5.0005
H 3.2231 -4.1596 5.0716
H 2.0714 -4.6965 3.1332
H 4.3668 -4.4755 2.6155
H 4.1271 -2.8258 2.0904
H 2.7306 -5.1132 0.8556
H 4.1475 -4.3225 0.0885
H 1.6197 -4.4577 -1.2890
H 2.9734 -3.4712 -1.7844
H 1.3121 -2.7996 -1.4540
C 2.1863 0.9580 -6.7408
O 1.3160 0.0804 -5.9526
C 2.0303 -0.7349 -5.0158
C 1.2302 -1.9570 -4.6439
N 0.0905 -1.5458 -3.7818
C -0.9979 -2.4997 -3.8784
C -2.1291 -2.2162 -2.8541
O -2.9513 -1.1761 -3.4283
C -4.0329 -1.0167 -2.6863
H 1.6756 1.1360 -7.6872
H 3.0972 0.4336 -7.0291
H 2.5286 1.8075 -6.1498
H 2.1085 -0.2059 -4.0660
H 2.9988 -1.1104 -5.3459
H 1.9069 -2.7161 -4.2514
H 0.9205 -2.4347 -5.5734
H 0.2899 -1.4818 -2.7937
H -0.6274 -3.5229 -3.8156
H -1.3575 -2.3384 -4.8946
H -1.7243 -1.9814 -1.8697
H -2.7447 -3.1155 -2.8767
H -4.6400 -0.1796 -3.0309
H -3.8570 -0.8713 -1.6205
H -4.5514 -1.9701 -2.7886
C -2.1341 5.4807 -3.4088
O -2.2349 5.1961 -1.9627
C -1.0019 4.6835 -1.3740
C -1.1921 4.6366 0.1399
N 0.0964 4.1308 0.7681
C 0.1379 4.3197 2.1906
C 1.3613 3.6574 2.7508
O 2.4694 4.2457 2.1548
C 3.6457 3.8483 2.8206
H -1.8670 4.5878 -3.9739
H -1.5766 6.3925 -3.6230
H -3.1657 5.7731 -3.6048
H -0.1507 5.3256 -1.6005
H -0.9581 3.6633 -1.7552
H -2.1300 4.0969 0.2711
H -1.3274 5.6289 0.5701
H 0.0814 3.1289 0.6412
H -0.7414 3.8459 2.6272
H 0.1073 5.3908 2.3904
H 1.3555 2.5686 2.6994
H 1.2626 3.7335 3.8337
H 4.4373 4.3299 2.2466
H 3.8366 2.8022 3.0601
H 3.5971 4.3164 3.8037
*
```

Computed properties:
**E_LUMO (alpha / beta)**: -15.16 / -16.86 eV
**<S²>**: 0.755

---

No. 6
The following is a quantum chemistry calculation of 2 unconnected molecules or ions with the total composition C8H9N3O3, from the OMol25 dataset.

Structure (ORCA input):
```
! RIJCOSX wB97M-V def2-TZVPD def2/J DEFGRID3
* xyz 0 1
N -1.7582 -1.2660 0.6048
C -1.5306 0.1529 0.3900
C -0.0703 0.5090 0.3674
C 0.2821 1.8350 0.1206
C 1.6040 2.1987 -0.0054
C 2.5886 1.2226 0.1142
N 3.9627 1.5910 -0.0525
O 4.2269 2.7719 -0.1490
O 4.7867 0.6981 -0.0961
C 2.2555 -0.0996 0.3864
C 0.9269 -0.4500 0.5177
H -1.7246 -1.4996 1.5914
H -2.6659 -1.5319 0.2441
H -2.0430 0.8077 1.1189
H -1.9224 0.4087 -0.6005
H -0.4999 2.5712 0.0071
H 1.8962 3.2173 -0.2091
H 3.0456 -0.8294 0.4842
H 0.6413 -1.4707 0.7160
C 1.1157 -1.5694 -2.9045
N 0.2452 -0.8263 -2.7744
O -0.6760 -0.0944 -2.6965
H 1.9693 -2.1686 -2.9218
*
```

Computed properties:
**E_LUMO**: -0.32 eV
**ΔE to the lowest compared entry with this formula, charge and spin**: 69.8 kcal/mol

---

No. 7
The following is a quantum chemistry calculation of a molecular structure, Ag2F2H8O4, from the OMol25 dataset.

Structure (ORCA input):
```
! RIJCOSX wB97M-V def2-TZVPD def2/J DEFGRID3
* xyz 3 4
Ag -1.5441 -3.1393 0.6741
Ag -2.1318 0.4294 0.1031
F -0.4345 -0.9419 0.7714
F -2.9933 -1.5419 -0.5630
O 2.3978 -1.1290 1.6854
H 2.5629 -1.9314 1.1904
H 1.4853 -0.9123 1.4940
O 1.5619 0.4263 -0.9056
H 2.3400 0.6680 -0.4033
H 1.0114 -0.0475 -0.2821
O -0.6930 2.3165 0.7418
H -0.7159 3.2522 0.9425
H 0.0169 1.9721 1.2837
O -1.0852 0.2560 -1.8816
H -1.4280 -0.3601 -2.5290
H -0.3504 0.6829 -2.3221
*
```

Computed properties:
**E_LUMO (alpha / beta)**: -13.57 / -18.54 eV
**<S²>**: 3.773

---

No. 8
The following is a quantum chemistry calculation of C5H12NO in the gas phase, from the OMol25 dataset.

Structure (ORCA input):
```
! RIJCOSX wB97M-V def2-TZVPD def2/J DEFGRID3
* xyz 0 2
C 1.1684 2.0650 -0.6585
C 0.0385 2.6371 -1.5180
C 0.7228 0.9776 0.3198
N -0.5023 0.2334 -0.0517
C -0.3638 -1.1660 -0.2673
C -0.2261 -1.9887 1.0515
O -0.8980 -3.1056 1.1572
H 1.7783 1.5409 -1.4017
H 1.7116 2.8582 -0.1537
H -0.7502 3.0861 -0.9122
H 0.4336 3.4837 -2.0917
H -0.3146 1.9450 -2.2761
H 0.4424 1.4864 1.2307
H 1.5089 0.2670 0.5709
H -1.2164 0.4682 0.6172
H 0.5003 -1.3836 -0.8951
H -1.2586 -1.5236 -0.7805
H 0.8706 -1.9085 1.2606
H -0.3707 -1.3430 1.9657
*
```

Computed properties:
**E_LUMO (alpha / beta)**: 0.91 / -1.50 eV
**<S²>**: 0.756
**ΔE to the lowest compared entry with this formula, charge and spin**: 28.3 kcal/mol

---

No. 9
The following is a quantum chemistry calculation of a molecular structure, C27H22F6NNiO10P2S3, from the OMol25 dataset.

Structure (ORCA input):
```
! RIJCOSX wB97M-V def2-TZVPD def2/J DEFGRID3
* xyz -1 3
Ni 1.3555 0.4225 -1.9680
O 0.4082 1.7787 -0.4586
P -0.1151 1.5785 0.9140
C -1.5048 0.3986 0.9989
P -0.9604 -1.2342 0.3971
O 0.1013 -1.1136 -0.6230
C -0.3534 -2.1501 1.8243
C 1.0064 -2.4532 1.8238
C 1.5461 -3.1684 2.8840
C 0.7336 -3.5819 3.9303
C -0.6262 -3.2894 3.9242
C -1.1718 -2.5769 2.8668
C -2.4425 -2.0830 -0.1713
C -2.2257 -3.1483 -1.0474
C -3.3043 -3.8501 -1.5597
C -4.5995 -3.4877 -1.2091
C -4.8191 -2.4212 -0.3499
C -3.7402 -1.7173 0.1688
C -0.8082 3.1248 1.5391
C -1.4397 3.2437 2.7759
C -1.9793 4.4587 3.1673
C -1.8907 5.5593 2.3231
C -1.2601 5.4460 1.0929
C -0.7182 4.2299 0.6966
C 1.1240 1.0052 2.0745
C 0.8270 0.5769 3.3689
C 1.8449 0.1605 4.2080
C 3.1603 0.1632 3.7524
C 3.4561 0.5822 2.4643
C 2.4399 1.0130 1.6191
H -2.2314 0.7934 0.2829
H -1.9514 0.3505 1.9942
H 1.6187 -2.1235 0.9899
H 2.6035 -3.4008 2.8898
H 1.1582 -4.1434 4.7539
H -1.2589 -3.6287 4.7352
H -2.2353 -2.3589 2.8499
H -1.2123 -3.3894 -1.3481
H -3.1360 -4.6687 -2.2475
H -5.4418 -4.0318 -1.6176
H -5.8297 -2.1273 -0.0956
H -3.9176 -0.8800 0.8341
H -1.5067 2.3909 3.4419
H -2.4696 4.5480 4.1287
H -2.3172 6.5070 2.6277
H -1.1915 6.3033 0.4355
H -0.2267 4.1146 -0.2621
H -0.1979 0.5474 3.7223
H 1.6144 -0.1823 5.2091
H 3.9553 -0.1671 4.4101
H 4.4752 0.5707 2.0991
H 2.6677 1.3268 0.6062
O 5.1841 -0.4958 -2.0540
S 3.9071 0.1175 -1.8477
O 3.9181 1.4957 -1.4218
O 2.9357 -0.7190 -1.1294
O 3.2614 0.2922 -3.4444
F 1.8073 3.0126 -2.7900
C 1.6286 2.8962 -4.1027
F 1.0266 4.0200 -4.5204
F 2.8142 2.8217 -4.6975
S 0.5307 1.4296 -4.5730
O -0.1373 1.0572 -3.3246
O -0.2713 2.0509 -5.5850
N 1.4941 0.3522 -5.1992
S 2.2768 -0.7021 -4.2690
O 1.3741 -1.3501 -3.3409
O 3.0777 -1.5466 -5.0898
C -0.2166 -2.0245 -5.9717
F -0.3400 -3.3087 -5.6699
F -1.2721 -1.3487 -5.5706
F -0.0124 -1.8677 -7.2648
*
```

Computed properties:
**E_LUMO (alpha / beta)**: 1.94 / 1.94 eV
**<S²>**: 2.005
**ΔE to the lowest compared entry with this formula, charge and spin**: 33.8 kcal/mol

---

No. 10
The following is a quantum chemistry calculation of a molecular structure, C16H44Br6N8O6P2, from the OMol25 dataset.

Structure (ORCA input):
```
! RIJCOSX wB97M-V def2-TZVPD def2/J DEFGRID3
* xyz 0 1
C 1.6004 5.6715 -13.2791
N 3.0309 5.2793 -13.5076
O 3.5072 5.0202 -14.5808
O 3.6892 5.3514 -12.4402
H 1.1596 6.2773 -14.0708
H 1.5541 6.2848 -12.3792
H 1.0530 4.7336 -13.1858
C 3.9244 13.6005 -11.5147
N 4.0270 14.4084 -10.2950
O 4.4661 13.8856 -9.2631
O 3.8049 15.6298 -10.4112
H 3.0060 13.0144 -11.5472
H 4.7167 12.8525 -11.4864
H 4.0442 14.2082 -12.4116
O 2.1205 8.8620 -10.9152
P 2.2043 9.2225 -9.4432
N 3.7749 9.1527 -8.7305
C 4.3937 7.8028 -8.6929
C 4.7713 10.2333 -9.1874
N 1.3170 8.1044 -8.4634
C 0.9760 8.2630 -7.0189
C 1.1561 6.7558 -8.8706
N 1.5051 10.8342 -9.2051
C 1.6167 11.3538 -7.8402
C 0.5929 11.4409 -10.1652
H 4.5598 7.4204 -9.7000
H 3.8453 7.0908 -8.0762
H 5.3619 7.9058 -8.2030
H 4.2617 11.1659 -8.9452
H 4.7730 10.3575 -10.2703
H 5.7827 10.0584 -8.8206
H 0.4495 7.4340 -6.5461
H 1.9369 8.3262 -6.5081
H 0.5418 9.2403 -6.8082
H 0.3483 6.6791 -9.5984
H 2.0275 6.3678 -9.3981
H 0.9158 6.1304 -8.0109
H 2.4592 11.0500 -7.2190
H 1.8056 12.4032 -8.0663
H 0.6630 11.3561 -7.3125
H 1.1461 12.0286 -10.8978
H -0.1594 12.0288 -9.6393
H -0.0446 10.6432 -10.5464
O 5.6834 13.6032 -13.9235
P 7.1610 13.3241 -13.8873
N 7.5691 11.7330 -13.4452
C 8.7008 11.2714 -12.6999
C 6.8523 10.5544 -14.0561
N 7.9924 14.2845 -12.7960
C 7.5414 14.4998 -11.4685
C 9.3097 14.9608 -13.1085
N 7.9162 13.5598 -15.4334
C 8.7616 12.5483 -16.1013
C 7.7556 14.8842 -16.1228
H 9.2837 10.6962 -13.4192
H 8.2095 10.6400 -11.9596
H 9.2227 12.1368 -12.2915
H 5.8078 10.7624 -14.2883
H 6.8322 9.6606 -13.4324
H 7.3582 10.2615 -14.9760
H 7.8613 13.7292 -10.7670
H 7.9663 15.4244 -11.0777
H 6.4520 14.4781 -11.4393
H 9.1982 15.6292 -13.9623
H 9.6898 15.5978 -12.3098
H 10.0368 14.2124 -13.4236
H 8.1252 11.8064 -16.5836
H 9.3650 12.9869 -16.8961
H 9.4143 12.0439 -15.3888
H 8.7413 15.2927 -16.3458
H 7.1378 15.5310 -15.5000
H 7.1234 14.7505 -17.0006
C 2.9427 9.0680 -14.0454
Br 4.6545 8.2098 -13.9050
Br 2.3807 8.9991 -15.9066
Br 3.0925 10.8484 -13.1595
H 2.2738 8.4700 -13.4265
C 5.6279 5.7866 -16.9488
Br 7.5989 6.2951 -16.8949
Br 5.3840 3.8272 -16.6561
Br 4.5730 6.3792 -18.5737
H 5.0700 6.2456 -16.1325
*
```

Computed properties:
**E_LUMO**: -0.46 eV
**ΔE to the lowest compared entry with this formula, charge and spin**: 42.0 kcal/mol

---

For each record above, in turn, the calculated energy values are -311.0093; -229.2629; -2241.6963; -1247.5160; -3111.0456; -700.0396; -797.8424; -327.5819; -5834.1438; -17652.0976 Ha.